Here is a cluster of 3 separate species, C38H62Br2N4O4S in total in a non-equilibrium geometry from OMol25. Energies are from the ωB97M-V functional and the def2-TZVPD basis.

```
111
Properties=species:S:1:pos:R:3:forces:R:3
C 6.39805 2.65770 0.18311 0.6 0.2 0.5
O 5.20006 3.33711 -0.12068 -0.1 -0.1 0.1
C 4.04565 2.64588 0.37520 1.0 -0.2 -0.3
C 3.80314 1.35581 -0.42039 -0.7 0.3 -0.3
C 2.28874 0.98143 -0.53067 1.2 0.6 0.0
C 1.98419 0.64460 -1.98867 -0.5 -1.1 0.2
C 0.50209 0.28959 -2.31003 0.6 0.9 -0.4
C -0.55544 0.90206 -1.35257 -0.1 -0.4 -0.4
C -1.79712 1.32700 -2.12637 0.9 -0.8 1.0
C -2.96832 0.56013 -2.15904 0.3 0.0 0.3
C -3.24017 -0.74351 -1.43256 0.7 -0.1 -0.1
Br -3.11317 -0.51911 0.51901 -0.3 0.0 -0.3
C -2.49408 -2.01025 -1.97757 -0.3 -0.1 0.1
C -2.10696 -1.88336 -3.44450 -0.3 0.3 -0.1
Br -1.00099 -2.64803 -0.86807 -0.2 -0.1 -0.4
C -4.00687 1.03159 -2.92282 -1.2 -0.7 0.1
C -3.96973 2.21123 -3.60803 -0.8 0.2 -0.7
C -2.83801 2.96622 -3.55644 0.4 1.1 -0.4
C -1.75034 2.53374 -2.81225 0.4 0.2 -0.2
C -0.55955 3.45445 -2.79413 0.2 0.3 0.2
O 0.60526 3.11578 -2.73874 -0.6 0.1 0.1
C -0.89778 4.92828 -2.83222 0.7 -0.4 0.0
C -0.03250 5.86062 -2.02651 -0.7 0.1 0.6
C -0.81792 6.24196 -0.71060 0.6 0.1 -0.6
C -1.78579 5.14646 -0.26988 0.1 0.2 1.2
C -2.30100 5.32711 1.18717 -0.8 0.1 -1.3
S -2.49613 3.73956 2.05008 0.6 -0.1 0.4
C -3.96422 3.05909 1.43738 -1.6 -0.1 -0.6
N -5.00968 2.75064 2.12431 0.3 0.4 1.9
N -5.94052 2.20133 1.31898 -0.6 -0.5 -0.8
C -5.43443 2.20663 0.12249 -0.9 0.0 1.8
O -4.22930 2.73314 0.14048 2.1 0.5 -1.9
C -1.93912 5.31893 -3.55316 -0.2 0.1 -0.1
C -2.75731 4.29680 -4.27016 0.0 0.2 -0.3
O -3.29105 4.50380 -5.34340 0.0 -0.1 0.8
H 6.22334 1.79492 0.83514 0.0 -0.1 -0.2
H 7.07818 3.31247 0.74612 -0.2 0.1 -0.1
H 6.95516 2.35306 -0.70937 -0.3 -0.1 -0.1
H 4.24904 2.44395 1.43551 -0.5 0.0 0.0
H 3.22479 3.35193 0.24503 0.0 -0.1 0.1
H 4.13783 1.58726 -1.43746 0.1 0.0 0.1
H 4.41391 0.51905 -0.07312 -0.1 0.1 0.1
H 1.75859 1.87188 -0.18142 -0.3 -0.2 -0.1
H 2.05748 0.15666 0.14830 -0.2 0.0 -0.1
H 2.35076 1.40141 -2.67996 -0.1 0.3 0.3
H 2.57234 -0.25458 -2.22212 0.0 0.1 0.0
H 0.43030 -0.79066 -2.40741 -0.3 0.0 0.4
H 0.29746 0.69626 -3.30693 0.1 -0.2 0.0
H -0.76559 0.17204 -0.57362 -0.3 0.1 0.0
H -0.18407 1.79510 -0.84957 0.2 -0.1 -0.1
H -4.29632 -0.95852 -1.59180 0.1 0.0 0.1
H -3.21947 -2.82152 -1.92480 0.2 0.0 0.3
H -2.94570 -1.40442 -3.96482 0.1 -0.1 0.0
H -1.23696 -1.25464 -3.61675 0.0 -0.1 0.1
H -1.96444 -2.85735 -3.91241 0.2 0.0 0.2
H -4.92291 0.44682 -2.97995 0.1 0.0 0.1
H -4.84291 2.53060 -4.16389 0.2 0.1 -0.1
H 0.19137 6.76179 -2.59878 0.0 -0.1 0.0
H 0.90669 5.40615 -1.71406 -0.1 -0.2 -0.4
H -0.04994 6.38993 0.05549 -0.2 0.0 0.1
H -1.29773 7.21259 -0.86569 -0.2 -0.2 0.1
H -2.68045 5.10267 -0.88878 0.3 -0.2 -0.3
H -1.26302 4.18342 -0.27565 -0.1 0.0 -0.3
H -1.68010 6.01216 1.76528 0.1 -0.5 0.3
H -3.29046 5.78798 1.11633 0.1 0.1 0.3
H -5.95203 1.82835 -0.74002 0.5 0.2 -0.4
H -2.16896 6.38081 -3.59969 -0.2 -0.2 -0.4
C -5.17303 -5.48098 5.15036 0.0 0.0 0.0
C -5.22597 -4.32592 4.16129 -0.1 0.0 0.2
N -5.43314 -4.74573 2.78754 0.1 0.0 -0.2
C -5.22790 -3.67469 1.82596 0.2 0.2 -0.1
C -6.18595 -2.47837 1.86007 -0.1 0.0 -0.2
C -6.59239 -5.58831 2.55064 -0.1 -0.2 0.1
C -7.97329 -5.03466 2.92733 -0.1 -0.1 -0.1
H -4.39785 -6.19766 4.87496 0.0 0.0 -0.1
H -4.94218 -5.10021 6.14636 0.0 0.0 0.0
H -6.12580 -6.00777 5.21941 0.0 0.0 0.0
H -4.26838 -3.80101 4.21620 0.0 0.1 -0.2
H -5.99301 -3.61058 4.49634 0.0 0.0 0.1
H -5.23366 -4.10111 0.81759 -0.1 -0.1 0.1
H -4.21017 -3.29590 1.96552 0.0 0.0 0.1
H -7.15479 -2.72148 1.42427 0.0 0.0 0.1
H -5.76776 -1.66139 1.26802 0.0 0.0 0.0
H -6.34286 -2.09658 2.86905 0.0 0.0 0.0
H -6.44560 -6.52717 3.09092 0.1 0.1 0.1
H -6.60280 -5.88270 1.49775 0.1 0.2 0.0
H -7.96860 -4.52756 3.89309 0.0 0.0 0.0
H -8.69061 -5.85584 2.99548 0.0 0.0 0.0
H -8.35407 -4.34415 2.17661 0.0 0.1 0.1
C 6.44328 -3.30532 -0.80719 0.0 0.0 0.0
C 7.54014 -2.33026 -0.40573 0.0 -0.2 -0.1
N 7.42514 -1.85674 0.96162 -0.1 0.2 0.1
C 8.31091 -0.74304 1.25705 0.1 0.2 -0.1
C 9.82342 -0.99143 1.21453 0.1 0.1 0.1
C 7.34774 -2.88580 1.98489 -0.1 -0.3 0.0
C 8.50822 -3.88417 2.08973 0.0 0.0 0.1
H 5.45524 -2.86499 -0.66321 0.0 0.0 0.1
H 6.54826 -3.56073 -1.86262 0.0 0.0 0.0
H 6.49466 -4.23754 -0.24316 0.0 0.0 0.0
H 7.47256 -1.46590 -1.07244 0.1 0.1 0.1
H 8.51702 -2.79905 -0.60133 0.0 0.0 -0.1
H 8.05177 -0.33386 2.23808 -0.1 -0.1 0.0
H 8.08011 0.05833 0.54728 0.0 -0.1 -0.1
H 10.17126 -1.53485 2.09194 0.0 -0.1 0.0
H 10.35014 -0.03439 1.20626 0.0 0.0 0.0
H 10.13055 -1.53630 0.32150 0.0 0.0 0.0
H 6.42683 -3.45278 1.82671 0.0 0.0 -0.1
H 7.20396 -2.40486 2.95591 0.1 0.2 -0.1
H 8.84280 -4.23707 1.11323 0.0 0.0 0.0
H 8.18719 -4.75964 2.65849 0.0 0.0 0.0
H 9.36278 -3.46182 2.61582 0.1 0.0 -0.1
```
Forces are in eV/Å.

The calculation puts the calculated total energy at -205479.4760 eV. As for the energy relative to the best compared isomer or geometry (same formula, charge and spin): 14.98 kcal/mol. The frontier orbital gap is 6.98 eV.